Record 1
Below is C15H19B3BrN3O8P2 as an isolated structure at a distorted geometry, with properties calculated with ωB97M-V with the def2-TZVPD basis set.

Geometry (Å):
O1 3.921 -3.066 3.403
P1 4.446 -1.668 3.319
O2 5.971 -1.452 3.933
O3 4.553 -1.276 1.686
B1 3.183 -0.420 4.052
O4 3.413 0.978 4.118
B2 2.420 1.508 3.241
Br1 3.013 2.482 1.644
O5 1.068 1.237 3.552
B3 1.021 -0.184 3.592
P2 -0.108 -1.282 2.478
O6 -0.122 -2.759 3.295
O7 0.850 -1.614 1.107
O8 1.920 -0.843 4.503
H1 6.365 -0.759 3.398
H2 4.899 -0.376 1.633
H3 0.777 -3.017 3.525
H4 1.730 -1.851 1.415
N1 -3.482 0.399 0.969
C1 -3.000 0.187 -0.260
C2 -3.678 -0.514 -1.244
C3 -4.927 -1.031 -0.943
C4 -5.446 -0.826 0.325
C5 -4.689 -0.108 1.236
H5 -2.018 0.606 -0.450
H6 -3.238 -0.651 -2.223
H7 -5.485 -1.583 -1.684
H8 -6.418 -1.214 0.601
H9 -5.057 0.081 2.239
N2 6.320 2.930 0.623
C6 7.214 3.583 1.371
C7 8.172 4.440 0.855
C8 8.212 4.630 -0.516
C9 7.296 3.962 -1.313
C10 6.376 3.130 -0.697
H10 7.146 3.401 2.438
H11 8.870 4.944 1.511
H12 8.947 5.291 -0.959
H13 7.295 4.084 -2.387
H14 5.637 2.589 -1.279
N3 -6.750 -1.356 -3.639
C11 -6.266 -1.569 -4.866
C12 -6.942 -2.270 -5.851
C13 -8.191 -2.787 -5.549
C14 -8.713 -2.581 -4.282
C15 -7.957 -1.862 -3.371
H15 -5.285 -1.148 -5.056
H16 -6.501 -2.409 -6.829
H17 -8.751 -3.343 -6.290
H18 -9.684 -2.969 -4.007
H19 -8.325 -1.672 -2.368

Computed properties:
relative energy (zero: lowest compared OMol25 entry of this formula, charge and spin)	0.0	kcal/mol
HOMO level	-0.3271	Ha
net charge	0
Kohn-Sham gap	7.96	eV
E_LUMO	-0.94	eV

natural (NBO) population analysis, charges in e, atoms 1 to 6: number 1, O, carries -1.046; number 2, P, carries 2.026; number 3, O, carries -0.939; number 4, O, carries -0.954; number 5, B, carries 0.754; number 6, O, carries -0.887

***

Record 2
Below is C15H19BN9O2Pb as an isolated structure at a distorted geometry, with properties calculated with ωB97M-V with the def2-TZVPD basis set.

Geometry (Å):
Pb1 -1.162 -1.460 -0.896
C1 -1.102 -0.931 3.647
C2 -1.547 -1.506 2.463
N1 -0.922 -0.957 1.433
N2 -0.079 -0.033 1.905
C3 -0.175 0.006 3.244
B1 0.835 0.843 1.006
N3 1.707 -0.059 0.085
C4 3.044 -0.045 -0.037
C5 3.409 -0.980 -0.983
C6 2.203 -1.527 -1.405
N4 1.196 -0.961 -0.758
N5 -0.079 1.682 0.083
C7 -0.266 3.004 -0.076
C8 -1.220 3.204 -1.048
C9 -1.583 1.920 -1.443
N6 -0.886 1.029 -0.763
N7 1.786 1.593 1.928
C10 2.073 2.886 2.211
C11 3.045 2.914 3.181
C12 3.307 1.564 3.443
N8 2.553 0.791 2.694
H1 -1.408 -1.162 4.646
H2 -2.277 -2.276 2.317
H3 0.412 0.673 3.837
H4 3.668 0.597 0.547
H5 4.392 -1.229 -1.321
H6 2.029 -2.293 -2.134
H7 0.258 3.740 0.491
H8 -1.598 4.132 -1.421
H9 -2.318 1.619 -2.159
H10 1.605 3.719 1.734
H11 3.499 3.772 3.635
H12 4.007 1.138 4.136
N9 -1.397 -1.024 -3.427
C13 -2.789 -0.955 -3.841
C14 -3.879 -0.928 -2.669
O1 -5.018 -0.906 -3.085
O2 -3.459 -0.929 -1.491
H13 -0.910 -0.150 -3.568
H14 -0.894 -1.778 -3.875
H15 -3.064 -1.825 -4.438
H16 -2.999 -0.060 -4.429
C15 -1.009 -3.993 -0.847
H17 -0.461 -4.259 -1.737
H18 -2.031 -4.336 -0.870
H19 -0.492 -4.264 0.058

Computed properties:
relative energy (zero: lowest compared OMol25 entry of this formula, charge and spin)	6.2	kcal/mol
HOMO level (alpha / beta)	-0.2638 / -0.3113	Ha
net charge	0
Kohn-Sham gap (alpha / beta)	7.49 / 7.58	eV
2S+1	2
⟨S²⟩	0.76
E_LUMO (alpha / beta)	0.31 / -0.89	eV

natural (NBO) population analysis, charges in e, atoms 1 to 6: number 1, Pb, carries 1.517; number 2, C, carries -0.337; number 3, C, carries -0.017; number 4, N, carries -0.362; number 5, N, carries -0.336; number 6, C, carries 0.019

***

Record 3
Below is C15H19BrF3N3OSi in the gas phase at a distorted geometry, with properties calculated with ωB97M-V with the def2-TZVPD basis set.

Geometry (Å):
F1 -1.527 -1.933 -4.533
F2 0.368 -2.617 -5.426
F3 -0.036 -0.439 -5.281
Br1 2.046 -5.626 3.596
N1 0.430 -2.677 -2.484
N2 2.271 -3.361 1.989
O1 0.686 1.242 -0.398
C1 0.936 -2.246 -1.335
C2 0.925 -0.496 -2.662
C3 0.469 -1.619 -3.319
C4 1.999 -2.663 0.879
C5 1.624 -4.514 2.109
C6 0.785 -5.006 1.164
C7 0.517 -4.309 0.022
C8 1.126 -3.064 -0.132
N3 1.211 -0.887 -1.397
C9 -0.198 -1.650 -4.730
C10 1.358 0.043 -0.231
C11 -0.718 1.056 -0.480
C12 -2.400 3.366 2.878
C13 -1.415 4.315 0.146
C14 0.527 3.318 2.219
C15 -1.464 1.324 0.821
Si1 -1.168 3.063 1.528
H1 0.924 0.498 -3.058
H2 2.600 -1.774 0.665
H3 0.326 -5.980 1.310
H4 -0.179 -4.714 -0.676
H5 0.964 -0.442 0.659
H6 2.405 0.324 -0.115
H7 -1.073 1.702 -1.302
H8 -0.912 0.022 -0.838
H9 -2.324 2.579 3.630
H10 -2.180 4.362 3.337
H11 -3.382 3.342 2.422
H12 -2.465 4.284 -0.135
H13 -0.801 3.986 -0.697
H14 -1.077 5.296 0.496
H15 1.221 3.131 1.405
H16 0.669 2.648 3.071
H17 0.608 4.333 2.592
H18 -1.145 0.630 1.570
H19 -2.531 1.154 0.721

Computed properties:
relative energy (zero: lowest compared OMol25 entry of this formula, charge and spin)	0.0	kcal/mol
HOMO level	-0.3231	Ha
SMILES	C[Si](C)(C)CCOCn1cc(C(F)(F)F)nc1-c1ccc(Br)nc1
net charge	0
Kohn-Sham gap	8.86	eV
E_LUMO	0.06	eV

natural (NBO) population analysis, charges in e, atoms 1 to 6: number 1, F, carries -0.326; number 2, F, carries -0.300; number 3, F, carries -0.316; number 4, Br, carries 0.061; number 5, N, carries -0.428; number 6, N, carries -0.419

***

Record 4
Below is C15H19Cl4CoFN4O6Te4 as an isolated structure, with properties calculated with ωB97M-V with the def2-TZVPD basis set.

Geometry (Å):
Co1 1.532 -0.942 0.533
Te1 1.505 -1.743 2.954
Te2 3.598 -0.558 4.227
Te3 5.447 -1.297 2.386
Te4 4.053 -0.766 0.070
C1 1.293 1.954 -0.628
C2 1.021 3.476 -0.529
N1 0.676 3.862 0.843
C3 -0.506 3.097 1.253
C4 -0.235 1.574 1.168
N2 1.135 1.329 0.696
C5 2.067 1.964 1.644
C6 1.790 3.484 1.720
H1 2.302 1.735 -0.980
H2 0.590 1.469 -1.306
H3 0.193 3.771 -1.180
H4 1.901 4.051 -0.831
H5 -1.339 3.384 0.606
H6 -0.763 3.395 2.273
H7 -0.910 1.082 0.473
H8 -0.343 1.075 2.133
H9 3.081 1.747 1.310
H10 1.936 1.477 2.608
H11 2.669 4.060 1.417
H12 1.533 3.787 2.739
Cl1 0.244 -2.488 -3.981
C7 0.880 -0.838 -3.779
Cl2 -0.468 0.342 -3.739
C8 1.768 -0.727 -2.510
O1 2.908 -0.323 -2.715
O2 1.181 -1.023 -1.439
H13 1.464 -0.601 -4.658
F1 -2.646 1.627 -2.308
C9 -3.138 0.800 -1.371
C10 -2.585 -0.394 -1.132
N3 -3.074 -1.260 -0.188
C11 -2.375 -2.528 0.027
C12 -0.988 -2.384 0.679
O3 -0.534 -3.382 1.233
O4 -0.455 -1.248 0.509
C13 -4.136 -0.922 0.615
O5 -4.616 -1.637 1.470
N4 -4.662 0.338 0.351
C14 -4.278 1.266 -0.605
O6 -4.865 2.322 -0.743
H14 -1.707 -0.729 -1.669
H15 -2.208 -2.972 -0.957
H16 -3.010 -3.182 0.613
H17 -5.443 0.599 0.934
Cl3 2.569 -4.014 -0.365
C15 1.655 -5.435 0.095
Cl4 1.429 -6.602 -1.258
H18 0.674 -5.108 0.419
H19 2.196 -5.963 0.870

Computed properties:
relative energy (zero: lowest compared OMol25 entry of this formula, charge and spin)	0.0	kcal/mol
HOMO level (alpha / beta)	-0.0403 / -0.0409	Ha
net charge	-2
Kohn-Sham gap (alpha / beta)	5.17 / 5.18	eV
2S+1	2
⟨S²⟩	0.88
E_LUMO (alpha / beta)	4.07 / 4.07	eV

natural (NBO) population analysis, charges in e, atoms 1 to 6: number 1, Co, carries 0.939; number 2, Te, carries -0.404; number 3, Te, carries -0.210; number 4, Te, carries -0.210; number 5, Te, carries -0.406; number 6, C, carries -0.273

***

Record 5
Below is C15H19ClN2O7 in the gas phase at a distorted geometry, with properties calculated with ωB97M-V with the def2-TZVPD basis set.

Geometry (Å):
C1 -2.095 3.788 2.700
H1 -2.538 4.723 2.338
O1 -0.797 3.614 2.188
C2 -0.713 3.635 0.780
C3 -1.127 2.322 0.090
N1 -0.081 1.315 0.051
C4 0.837 1.444 -0.932
O2 0.809 2.357 -1.733
C5 1.899 0.342 -1.043
H2 2.528 0.564 -1.910
H3 2.496 0.300 -0.129
O3 1.263 -0.925 -1.220
C6 1.367 -1.535 -2.404
O4 2.068 -1.180 -3.310
C7 0.461 -2.728 -2.429
C8 -0.695 -2.707 -1.661
C9 -1.571 -3.781 -1.690
C10 -1.315 -4.893 -2.486
C11 -0.169 -4.922 -3.251
C12 0.720 -3.848 -3.232
Cl1 2.136 -3.933 -4.181
H4 0.053 -5.774 -3.873
H5 -2.016 -5.714 -2.491
N2 -2.763 -3.736 -0.879
O5 -3.522 -4.676 -0.944
O6 -2.927 -2.759 -0.178
H6 -0.924 -1.852 -1.043
C13 -0.002 0.359 1.135
H7 0.471 -0.556 0.784
H8 -1.018 0.122 1.459
C14 0.785 0.889 2.338
O7 2.152 0.985 1.990
C15 2.916 1.658 2.957
H9 3.936 1.695 2.579
H10 2.544 2.677 3.114
H11 2.901 1.125 3.916
H12 0.404 1.875 2.635
H13 0.661 0.194 3.184
H14 -1.377 2.561 -0.947
H15 -2.002 1.893 0.581
H16 -1.330 4.453 0.386
H17 0.333 3.842 0.542
H18 -1.994 3.831 3.783
H19 -2.760 2.958 2.437

Computed properties:
relative energy (zero: lowest compared OMol25 entry of this formula, charge and spin)	0.0	kcal/mol
HOMO level	-0.3423	Ha
SMILES	COCCN(CCOC)C(=O)COC(=O)c1cc([N+](=O)[O-])ccc1Cl
net charge	0
Kohn-Sham gap	8.41	eV
E_LUMO	-0.90	eV

natural (NBO) population analysis, charges in e, atoms 1 to 6: number 1, C, carries -0.250; number 2, H, carries 0.170; number 3, O, carries -0.549; number 4, C, carries -0.077; number 5, C, carries -0.252; number 6, N, carries -0.437

***

Record 6
Below is an isolated ion of composition C15H19F9NO4 and charge -1 at a distorted geometry, with properties calculated with ωB97M-V with the def2-TZVPD basis set.

Geometry (Å):
C1 5.073 1.059 1.502
C2 4.501 2.175 0.613
C3 2.972 2.372 0.734
C4 2.259 2.066 -0.580
C5 0.747 2.284 -0.570
C6 -0.014 1.543 0.554
N1 -1.063 0.696 -0.028
C7 -1.651 -0.278 0.885
C8 -2.934 -0.868 0.252
O1 -2.957 -0.786 -1.196
C9 -4.024 -0.104 -1.664
C10 -5.348 -0.813 -1.596
O2 -3.913 0.977 -2.138
C11 -2.253 0.359 2.211
O3 -2.483 -0.430 3.132
O4 -2.562 1.546 2.085
C12 -0.643 -1.382 1.245
F1 -1.266 -2.510 1.691
F2 0.207 -0.968 2.234
C13 0.334 -1.893 0.136
F3 1.056 -2.911 0.710
F4 1.225 -0.953 -0.228
C14 -0.276 -2.496 -1.164
F5 -0.458 -1.515 -2.066
F6 -1.436 -3.130 -0.934
C15 0.674 -3.534 -1.840
F7 1.919 -3.084 -1.933
F8 0.674 -4.701 -1.203
F9 0.223 -3.759 -3.090
H1 6.046 1.344 1.897
H2 4.413 0.833 2.336
H3 5.195 0.142 0.931
H4 4.723 1.917 -0.423
H5 5.014 3.119 0.790
H6 2.615 1.698 1.509
H7 2.742 3.397 1.017
H8 2.685 2.742 -1.330
H9 2.501 1.061 -0.928
H10 0.544 3.356 -0.547
H11 0.355 1.918 -1.520
H12 0.701 0.948 1.104
H13 -0.427 2.284 1.235
H14 -1.830 1.326 -0.242
H15 -3.769 -0.296 0.651
H16 -3.082 -1.901 0.547
H17 -5.987 -0.260 -0.913
H18 -5.798 -0.747 -2.583
H19 -5.227 -1.844 -1.286

Computed properties:
HOMO level	-0.1749	Ha
SMILES	CCCCCCN[C@](COC(C)=O)(C(=O)[O-])C(F)(F)C(F)(F)C(F)(F)C(F)(F)F
net charge	-1
Kohn-Sham gap	7.76	eV
E_LUMO	3.00	eV

natural (NBO) population analysis, charges in e, atoms 1 to 6: number 1, C, carries -0.608; number 2, C, carries -0.397; number 3, C, carries -0.401; number 4, C, carries -0.380; number 5, C, carries -0.408; number 6, C, carries -0.229

***

Number 1: E -4680.81134 Ha. Number 2: E -1444.02794 Ha. Number 3: E -3985.62868 Ha. Number 4: E -5649.19525 Ha. Number 5: E -1679.26308 Ha. Number 6: E -1837.57301 Ha.